[1]
Formula: C3H4Cl2O
Source: the OMol25 dataset
Level of theory: the ωB97M-V functional and the def2-TZVPD basis

```
! RIJCOSX wB97M-V def2-TZVPD def2/J DEFGRID3
* xyz 0 1
C 0.921 -0.579 0.711
C 0.181 0.539 0.144
C -1.077 0.342 -0.675
H 1.275 -0.352 1.743
H 0.307 -1.510 0.709
H -0.872 0.127 -1.681
H -1.535 1.254 -0.720
O 0.749 1.627 0.151
Cl 2.292 -0.754 -0.380
Cl -2.241 -0.693 -0.001
*
```

Results
Energy (Ha): -1112.30892
HOMO-LUMO gap (eV): 10.5
ΔE to the lowest compared entry with this formula, charge and spin (kJ/mol): 78.1
Structure (SMILES): O=C(CCl)CCl
HOMO level (eV): -10.32

***

[2]
Formula: C4H8O
Source: the OMol25 dataset
Level of theory: the ωB97M-V functional and the def2-TZVPD basis

```
! RIJCOSX wB97M-V def2-TZVPD def2/J DEFGRID3
* xyz 0 1
C -0.041 0.237 0.367
C -2.337 -0.105 -0.157
C 1.489 -0.495 0.164
C 2.497 0.151 -0.384
O -0.814 -0.639 -0.301
H -0.013 1.243 -0.078
H -0.230 0.277 1.453
H 1.546 -1.504 0.548
H -2.844 -0.581 -0.991
H -2.450 0.979 -0.237
H -2.683 -0.457 0.817
H 2.374 1.136 -0.815
H 3.504 -0.244 -0.386
*
```

Results
Energy (Ha): -232.35373
HOMO-LUMO gap (eV): 10.9
ΔE to the lowest compared entry with this formula, charge and spin (kJ/mol): 241.3
Structure (SMILES): C=CCOC
HOMO level (eV): -9.75

***

[3]
Formula: C2H5N3O
Source: the OMol25 dataset
Level of theory: the ωB97M-V functional and the def2-TZVPD basis

```
! RIJCOSX wB97M-V def2-TZVPD def2/J DEFGRID3
* xyz 0 1
C 0.360 -0.588 0.339
C -1.785 0.895 -0.788
H 1.625 -1.694 1.496
H 2.441 -0.619 0.555
H 1.308 0.927 -0.504
H -2.027 -0.128 -0.514
H -2.712 1.390 -0.914
N 1.575 -0.842 0.966
N 0.375 0.645 -0.284
N -0.581 1.365 -0.806
O -0.578 -1.350 0.454
*
```

Results
Energy (Ha): -318.67757
HOMO-LUMO gap (eV): 9.8
ΔE to the lowest compared entry with this formula, charge and spin (kJ/mol): 191.4
Structure (SMILES): C=NNC(N)=O
HOMO level (eV): -9.00

***

[4]
Formula: C22H72N6O14
Source: the OMol25 dataset
Level of theory: the ωB97M-V functional and the def2-TZVPD basis

```
! RIJCOSX wB97M-V def2-TZVPD def2/J DEFGRID3
* xyz 0 1
C -5.449 3.488 -0.646
C -4.268 3.314 0.343
O -3.362 2.539 -0.301
H -5.021 4.060 -1.404
H -6.290 4.105 -0.179
H -5.831 2.509 -0.965
H -4.609 2.740 1.236
H -3.838 4.318 0.584
H -2.690 2.291 0.354
C 4.763 -1.206 0.943
C 4.529 0.220 0.509
O 5.826 0.593 0.080
H 3.815 -1.662 1.221
H 5.421 -1.287 1.796
H 5.073 -1.832 0.104
H 4.188 0.834 1.334
H 3.830 0.269 -0.293
H 5.658 0.773 -0.869
C 2.960 4.421 0.468
C 2.091 3.176 0.653
O 1.815 2.505 -0.567
H 2.844 4.869 -0.496
H 4.016 4.170 0.562
H 2.642 5.173 1.164
H 1.200 3.399 1.189
H 2.679 2.442 1.245
H 1.402 1.670 -0.381
C -0.567 -0.768 -4.326
C -1.032 -2.176 -4.102
O -0.245 -2.628 -3.147
H -0.487 -0.203 -3.410
H -1.306 -0.281 -4.952
H 0.468 -0.750 -4.813
H -0.865 -2.740 -5.055
H -2.041 -2.242 -3.721
H -0.355 -3.575 -3.180
C 1.440 -0.572 0.274
C 0.301 -0.202 -0.742
O -0.530 0.854 -0.162
H 2.110 -1.299 -0.147
H 0.940 -1.151 1.057
H 1.952 0.239 0.814
H -0.333 -1.018 -1.055
H 0.798 0.220 -1.612
H -1.262 0.378 0.110
C -1.698 5.369 -0.869
C -0.940 4.610 0.167
O -1.579 4.777 1.375
H -2.683 5.049 -1.130
H -1.099 5.510 -1.815
H -1.847 6.380 -0.606
H 0.080 4.981 0.227
H -0.920 3.525 -0.021
H -1.591 5.736 1.560
C -0.429 1.137 2.947
C -1.654 1.868 3.542
O -2.365 2.226 2.383
H -0.613 0.101 2.701
H 0.369 1.245 3.614
H -0.077 1.489 2.041
H -1.394 2.804 4.072
H -2.231 1.173 4.157
H -2.062 3.125 2.093
C 2.389 -2.613 3.157
C 3.534 -3.492 3.717
O 3.986 -3.106 5.063
H 1.445 -2.669 3.693
H 2.194 -2.809 2.109
H 2.450 -1.532 3.227
H 4.393 -3.284 3.041
H 3.424 -4.552 3.645
H 4.482 -2.243 4.993
C -3.810 -0.871 1.749
O -2.817 -0.531 0.825
N -4.516 -1.966 1.617
N -3.976 -0.172 2.837
H -4.443 -2.373 0.706
H -5.357 -2.168 2.187
H -3.407 0.697 2.903
H -4.815 -0.330 3.391
C -3.583 -3.187 -1.452
O -3.554 -4.394 -2.101
N -2.582 -2.555 -0.958
N -4.680 -2.523 -1.135
H -1.796 -3.200 -1.040
H -2.538 -1.687 -0.457
H -5.556 -2.787 -1.657
H -4.753 -1.522 -0.870
C 3.549 -1.896 -2.315
O 3.587 -3.161 -1.647
N 4.653 -1.157 -2.425
N 2.456 -1.386 -2.811
H 5.439 -1.672 -2.179
H 4.812 -0.188 -2.822
H 1.589 -1.903 -2.654
H 2.362 -0.433 -3.254
C -1.232 -2.834 2.126
O -0.532 -4.034 2.229
H -2.274 -2.945 2.274
H -1.168 -2.332 1.163
H -0.929 -2.157 2.958
H -0.699 -4.328 3.081
C 0.833 -4.009 -0.588
O -0.515 -4.360 -0.503
H 1.285 -4.249 0.431
H 0.893 -2.980 -0.845
H 1.382 -4.627 -1.274
H -0.786 -4.421 0.403
C 1.304 1.840 -4.255
O 2.422 0.975 -4.232
H 1.481 2.800 -4.750
H 0.968 1.965 -3.231
H 0.580 1.425 -4.918
H 2.778 0.850 -5.100
*
```

Results
Energy (Ha): -2263.09244
HOMO-LUMO gap (eV): 8.9
ΔE to the lowest compared entry with this formula, charge and spin (kJ/mol): 91.1
HOMO level (eV): -8.78

***

[5]
Formula: C4H14N2O
Source: the OMol25 dataset
Level of theory: the ωB97M-V functional and the def2-TZVPD basis

```
! RIJCOSX wB97M-V def2-TZVPD def2/J DEFGRID3
* xyz 2 1
C 1.847 -0.819 0.831
O 3.068 -0.089 0.920
C 0.749 0.167 0.517
C -0.511 -0.476 -0.086
C -1.719 0.471 -0.133
N -3.007 -0.192 -0.640
N 1.343 1.108 -0.551
H 1.988 -1.608 0.083
H 1.548 -1.234 1.804
H 3.735 -0.721 1.204
H 0.566 0.773 1.407
H -0.791 -1.376 0.469
H -0.213 -0.879 -1.066
H -1.508 1.404 -0.642
H -1.979 0.630 0.917
H -2.773 -1.178 -0.793
H -3.179 0.201 -1.565
H -3.914 -0.064 -0.183
H 0.967 1.989 -0.894
H 2.285 1.416 -0.256
H 1.500 0.475 -1.342
*
```

Results
Energy (Ha): -344.91959
HOMO-LUMO gap (eV): 11.4
ΔE to the lowest compared entry with this formula, charge and spin (kJ/mol): 79.6
Structure (SMILES): [NH3+]CC[C@H]([NH3+])CO
HOMO level (eV): -18.33

***

[6]
Formula: C27H38CeFN2O3P2S2
Source: the OMol25 dataset
Level of theory: the ωB97M-V functional and the def2-TZVPD basis

```
! RIJCOSX wB97M-V def2-TZVPD def2/J DEFGRID3
* xyz -1 1
Ce -0.058 -0.018 0.814
C -2.344 -2.307 -2.418
C -1.456 -2.246 -1.193
O -0.806 -1.141 -0.918
C -1.414 -3.363 -0.410
C -0.714 -3.345 0.873
C -1.416 -3.893 2.141
N 0.518 -2.983 1.095
N 1.378 -2.833 -0.030
C 2.202 -1.865 0.092
O 2.119 -0.838 0.912
C 3.427 -1.920 -0.769
C 4.646 -2.125 -0.193
C 5.801 -2.266 -0.995
C 5.624 -2.192 -2.374
C 4.406 -1.887 -2.992
C 3.293 -1.798 -2.176
H -3.340 -1.874 -2.268
H -1.878 -1.869 -3.327
H -2.574 -3.321 -2.695
H -1.936 -4.234 -0.713
H -2.284 -3.264 2.328
H -1.759 -4.898 1.941
H -0.704 -3.834 2.970
H 4.654 -2.241 0.832
H 6.718 -2.523 -0.399
H 6.468 -2.332 -3.024
H 4.419 -1.833 -4.104
H 2.336 -1.741 -2.667
S -2.637 -0.550 1.525
C -2.900 -0.344 3.251
C -4.112 -0.700 3.798
C -4.410 -0.433 5.122
C -3.479 0.249 5.942
C -2.264 0.547 5.413
C -1.962 0.271 4.044
S -0.430 0.870 3.353
H -4.859 -1.229 3.184
H -5.412 -0.636 5.524
H -3.797 0.471 6.984
H -1.475 1.111 5.911
C 0.038 1.867 -3.070
P 1.176 1.227 -1.847
C 2.492 0.848 -3.126
C 1.957 2.783 -1.366
C 2.982 2.574 -0.273
P 2.086 2.218 1.323
C 3.547 2.083 2.407
C 1.402 3.915 1.703
H 0.502 2.775 -3.491
H -0.884 2.118 -2.577
H -0.143 1.001 -3.703
H 2.478 1.670 -3.840
H 2.389 -0.145 -3.653
H 3.474 0.864 -2.653
H 1.184 3.485 -1.091
H 2.404 3.178 -2.246
H 3.606 3.444 -0.137
H 3.539 1.618 -0.399
H 4.316 2.845 2.359
H 4.014 1.083 2.142
H 3.328 1.874 3.480
H 2.168 4.615 1.457
H 1.175 3.848 2.770
H 0.446 4.062 1.132
F -0.791 1.801 -0.012
C -5.457 0.474 -1.675
C -4.727 1.353 -2.622
C -3.751 2.266 -2.002
O -4.992 1.360 -3.799
H -4.834 -0.319 -1.227
H -6.275 0.042 -2.225
H -5.796 0.985 -0.793
H -3.128 1.775 -1.224
H -4.403 2.950 -1.430
H -3.110 2.822 -2.676
*
```

Results
Energy (Ha): -3441.10951
HOMO-LUMO gap (spin up / spin down) (eV): 6.6 / 6.6
ΔE to the lowest compared entry with this formula, charge and spin (kJ/mol): 26.1
HOMO level (spin up / spin down) (eV): -4.51 / -4.51

***

[7]
Formula: C3H4O2S
Source: the OMol25 dataset
Level of theory: the ωB97M-V functional and the def2-TZVPD basis

```
! RIJCOSX wB97M-V def2-TZVPD def2/J DEFGRID3
* xyz 0 1
C 2.776 -0.314 0.153
C -1.809 -0.723 -0.592
C -1.036 0.011 0.235
O 3.836 0.138 0.109
O 1.633 -0.564 0.208
S -0.304 1.603 -0.256
H -1.869 -0.455 -1.674
H -2.379 -1.617 -0.288
H -0.982 -0.065 1.258
H 0.136 1.985 0.847
*
```

Results
Energy (Ha): -665.35938
HOMO-LUMO gap (eV): 9.2
ΔE to the lowest compared entry with this formula, charge and spin (kJ/mol): 68.9
Structure (SMILES): O=C=O.C=CS
HOMO level (eV): -8.66

***

[8]
Formula: C19H17F5FeN2O
Source: the OMol25 dataset
Level of theory: the ωB97M-V functional and the def2-TZVPD basis

```
! RIJCOSX wB97M-V def2-TZVPD def2/J DEFGRID3
* xyz 0 5
C -4.324 0.060 0.395
C -4.347 1.386 -0.368
H -4.466 -0.790 -0.273
H -5.131 0.020 1.128
H -3.392 -0.089 0.934
H -3.449 1.529 -0.956
H -5.175 1.460 -1.077
H -4.420 2.237 0.309
C 0.821 -2.607 0.188
C 1.600 -3.723 -0.119
C 2.627 -3.596 -1.064
C 2.859 -2.355 -1.673
H 0.021 -2.652 0.930
H 1.395 -4.668 0.387
H 3.275 -4.438 -1.300
H 3.709 -2.178 -2.335
N 1.010 -1.421 -0.432
C 2.007 -1.289 -1.363
C 2.175 0.057 -1.861
N 1.346 0.980 -1.286
C 1.479 2.292 -1.598
C 3.311 1.787 -3.083
C 2.440 2.731 -2.507
H 0.784 2.970 -1.111
H 2.506 3.796 -2.734
C 3.198 0.446 -2.726
H 3.914 -0.309 -3.028
H 4.085 2.098 -3.782
Fe -0.006 0.305 -0.004
C -1.317 1.642 -0.507
H -1.610 1.424 -1.551
H -1.191 2.726 -0.399
H -2.079 1.304 0.222
F -0.213 1.892 6.881
C -0.192 1.412 5.622
C 0.232 2.225 4.559
F 0.632 3.484 4.809
C 0.265 1.730 3.272
F 0.766 2.485 2.256
C -0.180 0.405 3.012
O -0.183 -0.116 1.819
C -0.493 -0.434 4.106
F -0.743 -1.733 3.840
C -0.512 0.070 5.390
F -0.814 -0.744 6.424
*
```

Results
Energy (Ha): -2681.92393
HOMO-LUMO gap (spin up / spin down) (eV): 5.5 / 6.3
ΔE to the lowest compared entry with this formula, charge and spin (kJ/mol): 1.1
HOMO level (spin up / spin down) (eV): -6.57 / -7.53

***

[9]
Formula: C25H28CdN3O3SSe2
Source: the OMol25 dataset
Level of theory: the ωB97M-V functional and the def2-TZVPD basis

```
! RIJCOSX wB97M-V def2-TZVPD def2/J DEFGRID3
* xyz 1 1
Cd 0.089 0.064 -0.024
C 0.064 2.398 2.855
O -0.743 1.618 1.983
C -1.724 0.853 2.663
C -1.174 -0.472 3.139
O -0.890 -1.239 1.979
C -0.305 -2.509 2.198
C -0.446 -3.271 0.901
O 0.084 -2.557 -0.208
C 1.457 -2.848 -0.469
H -0.527 3.207 3.292
H 0.499 1.795 3.655
H 0.877 2.814 2.264
H -2.145 1.413 3.502
H -2.513 0.663 1.936
H -0.269 -0.334 3.740
H -1.920 -0.983 3.758
H 0.741 -2.398 2.501
H -0.843 -3.052 2.983
H 0.028 -4.252 0.995
H -1.508 -3.422 0.694
H 1.565 -3.891 -0.773
H 1.778 -2.194 -1.276
H 2.082 -2.652 0.406
S 4.587 0.560 0.983
C 3.778 0.199 2.437
C 2.438 0.044 2.240
C 2.025 0.204 0.882
C 3.103 0.486 0.088
C 3.084 0.675 -1.374
C 4.175 1.172 -2.089
C 4.069 1.338 -3.456
C 2.876 1.015 -4.088
C 1.845 0.530 -3.306
N 1.939 0.353 -1.989
H 4.333 0.125 3.361
H 1.766 -0.179 3.059
H 5.090 1.430 -1.572
H 4.906 1.722 -4.025
H 2.748 1.134 -5.156
H 0.893 0.268 -3.759
Se -2.473 0.711 -3.019
Se -1.192 -1.107 -2.378
C -2.501 -1.834 -1.151
C -3.104 -3.050 -1.428
C -4.041 -3.524 -0.521
C -4.330 -2.768 0.602
C -3.646 -1.576 0.792
N -2.734 -1.115 -0.063
C -1.509 2.179 -2.219
C -1.736 3.423 -2.798
C -1.049 4.515 -2.303
C -0.141 4.332 -1.268
C 0.012 3.064 -0.754
N -0.673 2.004 -1.209
H -2.856 -3.598 -2.327
H -4.548 -4.464 -0.700
H -5.069 -3.094 1.322
H -3.838 -0.966 1.667
H -2.425 3.520 -3.626
H -1.203 5.496 -2.735
H 0.438 5.156 -0.875
H 0.704 2.867 0.056
*
```

Results
Energy (Ha): -6727.99917
HOMO-LUMO gap (eV): 7.8
ΔE to the lowest compared entry with this formula, charge and spin (kJ/mol): 0.0
HOMO level (eV): -10.47

***

[10]
Formula: C18H40IN3O7
Source: the OMol25 dataset
Level of theory: the ωB97M-V functional and the def2-TZVPD basis

```
! RIJCOSX wB97M-V def2-TZVPD def2/J DEFGRID3
* xyz -1 2
O 0.949 0.140 0.261
H 0.972 1.090 0.399
H 0.155 -0.270 0.613
H 1.732 -0.052 0.782
I 3.882 -0.241 2.048
O -2.585 0.075 -0.468
C -3.517 0.475 0.216
N -3.371 0.659 1.500
C -4.761 1.000 -0.454
H -2.540 0.247 1.899
H -4.181 0.778 2.092
H -5.663 0.634 0.037
H -4.865 0.461 -1.395
H -4.850 2.016 -0.840
O -0.384 -0.576 2.399
C -0.392 -1.398 3.301
N 0.719 -2.057 3.621
C -1.656 -1.670 4.103
H 1.594 -1.893 3.145
H 0.739 -2.799 4.306
H -2.412 -0.955 3.778
H -1.393 -1.509 5.149
H -1.892 -2.721 3.940
C 2.857 3.176 -0.764
C 1.379 3.283 -0.870
N 0.572 2.782 0.242
C 0.922 3.491 1.469
C 0.089 3.023 2.600
C -0.804 2.854 -0.187
C -1.472 4.247 -0.140
H 3.273 3.445 -1.735
H 3.223 2.197 -0.456
H 3.221 3.942 -0.079
H 1.150 4.287 -1.228
H 1.137 2.645 -1.720
H 1.982 3.329 1.669
H 0.880 4.558 1.250
H 0.211 1.952 2.761
H 0.445 3.386 3.563
H -0.975 3.236 2.494
H -1.370 2.100 0.361
H -0.823 2.357 -1.157
H -1.662 4.591 0.876
H -2.460 4.273 -0.600
H -0.948 5.120 -0.530
O 0.403 -2.722 -0.162
C 0.962 -3.797 -0.067
O 0.256 -4.994 -0.171
C 1.153 -6.079 -0.180
C 2.519 -5.617 0.234
C 2.418 -4.122 0.141
H 1.294 -6.505 -1.173
H 0.706 -6.811 0.492
H 3.345 -6.120 -0.269
H 2.752 -5.921 1.255
H 2.792 -3.740 -0.809
H 2.910 -3.587 0.953
O 0.918 -2.585 -5.437
C 0.604 -1.618 -4.750
O 0.803 -1.640 -3.447
C 0.410 -0.449 -2.800
C -0.443 0.268 -3.789
C -0.089 -0.297 -5.150
H 1.256 0.165 -2.490
H -0.112 -0.653 -1.865
H -0.199 1.329 -3.728
H -1.487 0.152 -3.498
H 0.644 0.233 -5.758
H -0.921 -0.601 -5.786
*
```

Results
Energy (Ha): -1698.50408
HOMO-LUMO gap (spin up / spin down) (eV): 1.9 / 7.9
HOMO level (spin up / spin down) (eV): 0.54 / -5.50

***

[11]
Formula: C4H11N3S
Source: the OMol25 dataset
Level of theory: the ωB97M-V functional and the def2-TZVPD basis

```
! RIJCOSX wB97M-V def2-TZVPD def2/J DEFGRID3
* xyz 0 1
C 0.176 -1.056 0.736
C -0.857 -1.522 -0.166
C -0.427 0.338 1.337
C 0.627 1.225 2.069
N 0.408 -0.280 -2.029
N -0.840 1.022 0.159
N 0.787 0.283 -3.283
S -0.967 0.069 -1.310
H 0.558 -1.822 1.355
H 1.052 -0.786 0.085
H -0.455 -2.365 -0.725
H -1.771 -1.601 0.314
H -1.224 -0.027 2.099
H 1.011 1.985 1.370
H 1.617 0.767 2.467
H 0.254 1.861 2.941
H -1.308 1.973 0.164
H -0.096 0.273 -3.764
H 1.455 -0.337 -3.817
*
```

Results
Energy (Ha): -721.29853
HOMO-LUMO gap (eV): 8.0
ΔE to the lowest compared entry with this formula, charge and spin (kJ/mol): 446.5
HOMO level (eV): -7.23

***

Look up the energy of the eighth one. -2681.92393 Ha